[1]
ORCA calculation (ωB97M-V/def2-TZVPD) on 2 unconnected molecules or ions with the total composition C16H22N2O4.

XYZ file:
```
44
Properties=species:S:1:pos:R:3:forces:R:3
O -1.64882 -3.19843 -6.87562 0.0 0.1 -0.1
O -2.97726 -2.43875 -5.20690 0.0 0.4 0.1
O 0.55228 0.81841 -4.16125 -0.1 0.2 0.5
O -3.35749 -1.83135 -7.34205 0.6 -0.2 0.6
N 2.15206 0.90172 -0.42387 0.0 0.0 -0.1
N -0.51726 0.46312 6.02628 0.0 0.0 0.1
C 1.15690 1.71882 -0.05332 0.0 0.0 0.0
C -1.11148 0.37044 7.38459 0.0 0.0 0.0
C 2.75982 1.02168 -1.77455 0.1 0.0 0.0
C 1.09359 0.69634 2.10996 0.0 0.0 -0.1
C 0.01115 -0.58702 3.97447 0.1 0.0 -0.1
C 0.61026 1.63974 1.20927 0.0 0.0 0.1
C 2.11611 -0.15256 1.69264 0.0 -0.1 0.1
C -0.00622 1.62161 5.58532 0.0 0.0 0.0
C -1.97950 -1.90361 -4.32799 -0.1 -0.1 0.1
C 0.52458 1.72217 4.31806 0.0 0.0 -0.1
C -1.18906 -0.73473 -4.89631 0.2 0.0 0.4
C -2.69708 -2.41874 -6.54131 -0.6 -0.2 -0.6
C -0.63223 0.12056 -3.75394 -0.2 0.1 -0.5
C -0.51131 -0.62968 5.24528 0.0 0.0 0.0
C 0.53605 0.60740 3.48590 0.0 0.0 0.1
C 2.62798 -0.02522 0.42273 0.0 0.0 0.0
H -1.49908 -3.86787 -6.19474 0.0 0.1 0.0
H -2.16824 0.13677 7.28569 0.0 0.0 0.0
H 2.22505 1.77377 -2.34104 0.0 0.0 0.0
H -0.03092 2.45971 6.26611 0.0 0.0 0.0
H 3.42990 -0.65051 0.05634 0.0 0.0 0.0
H 0.29970 1.72749 -4.35228 0.1 -0.1 -0.3
H -1.30682 -2.70239 -3.99785 0.1 0.0 0.0
H -0.19515 2.31120 1.47216 0.0 0.0 0.0
H -2.54130 -1.57892 -3.45010 -0.1 0.0 0.0
H -1.82867 -0.10897 -5.51603 0.0 -0.1 -0.2
H -0.98940 1.32201 7.88957 0.0 0.0 0.0
H -1.39894 0.83937 -3.45330 0.0 -0.1 0.2
H 0.81309 2.43387 -0.78588 0.0 0.0 0.0
H -0.38713 -0.50153 -2.88848 0.1 0.0 0.0
H 3.80212 1.30683 -1.65451 0.0 0.0 0.0
H -0.00789 -1.48486 3.37264 0.0 0.0 0.0
H 2.67616 0.06599 -2.28357 0.0 0.0 0.0
H -0.93732 -1.52942 5.66642 0.0 0.0 0.0
H -0.34035 -1.09039 -5.47700 -0.1 0.0 -0.2
H 2.53296 -0.90257 2.35029 0.0 0.0 0.0
H -0.59813 -0.41067 7.93854 0.0 0.0 0.0
H 0.93729 2.66918 3.99964 0.0 0.0 0.0
```
Positions in Å, forces in eV/Å.

As for the LUMO energy: -7.92 eV. The charge is +2.

Charges obtained by Löwdin population analysis, quoted in units of e: O 0.1461; O 0.0068; O -0.0805; O 0.1828; N -0.0615; N -0.0703; C 0.0318; C 0.0587; C 0.0518; C -0.1269; C 0.0596; C 0.0583; C 0.0592; C 0.0326; C -0.1798; C 0.0597; C -0.1442; C -0.6149; C -0.2583; C 0.0261; C -0.1245; C 0.0270; H 0.1297; H 0.1196; H 0.0917; H 0.1568; H 0.1620; H 0.0921; H 0.1275; H 0.1446; H 0.1292; H 0.1356; H 0.1072; H 0.1237; H 0.1566; H 0.1067; H 0.1194; H 0.1450; H 0.1151; H 0.1617; H 0.1274; H 0.1449; H 0.1185; H 0.1455

---

[2]
ORCA calculation (ωB97M-V/def2-TZVPD) on C16H22N2O5S in the gas phase.

XYZ file:
```
46
Properties=species:S:1:pos:R:3:forces:R:3
S -2.38594 -0.44600 -1.65853 -0.3 0.5 -0.3
O -2.38384 0.94941 1.52867 -0.1 -0.2 0.1
O -1.61978 -0.08305 -2.81472 0.3 0.0 0.2
O 3.20144 -2.58156 -0.45600 0.0 -0.2 0.1
O 4.72868 1.77372 -0.01889 0.1 0.1 0.0
O -3.56047 -1.24793 -1.84150 0.1 0.0 0.2
N -2.90156 1.00668 -1.01006 0.3 -1.0 -0.4
N 3.05690 -0.36031 -0.80222 0.1 0.1 -0.1
C 2.49617 0.94000 -0.52036 0.1 0.4 0.4
C 1.09953 -1.59607 -0.03564 -0.4 -0.2 0.0
C 4.43038 -0.28622 -1.26442 0.4 0.0 0.1
C -4.08700 1.05867 -0.18825 -0.3 -0.2 0.2
C 2.54171 -1.55821 -0.43062 0.0 0.0 -0.1
C -1.23204 -1.22392 -0.50657 -0.3 0.3 -0.5
C -1.86940 1.93909 -0.64413 0.3 0.2 0.1
C 0.72695 -2.32469 1.09083 0.1 0.1 -0.2
C -1.44688 1.73960 0.83175 0.1 0.2 0.1
C -3.70807 1.36590 1.27381 0.0 0.1 0.0
C 3.41375 1.67994 0.46739 -0.4 0.0 -0.1
C -3.04735 -2.18637 0.97347 -0.2 -0.1 0.1
C 5.27466 0.49240 -0.25359 0.0 -0.3 -0.2
C 0.10093 -1.05604 -0.83601 0.4 -0.1 0.0
C -1.61932 -1.95562 0.60846 0.0 -0.1 0.2
C -0.60656 -2.49441 1.40208 -0.1 0.1 -0.1
H -0.50225 1.19913 0.91629 0.0 0.1 0.0
H -1.34189 2.71670 1.32895 0.0 -0.1 -0.1
H 4.80435 -1.30409 -1.37827 0.0 0.1 0.0
H 2.43538 1.51223 -1.45355 -0.1 0.0 0.1
H 0.33473 -0.53505 -1.75133 0.1 0.1 -0.1
H 5.32704 -0.07072 0.69030 0.0 0.0 -0.1
H -2.25463 2.95301 -0.79764 0.1 -0.1 -0.1
H -0.88068 -3.07190 2.27257 -0.1 -0.1 0.1
H 6.28322 0.65590 -0.63463 0.0 -0.1 0.0
H -3.37653 -1.39964 1.65040 -0.1 0.0 0.1
H 4.44540 0.22907 -2.23056 0.0 0.0 0.0
H 3.40547 1.14730 1.43209 0.0 0.1 -0.1
H -4.75873 1.83281 -0.57860 0.0 -0.1 0.0
H 3.06710 2.70386 0.61709 0.0 -0.1 0.0
H -4.57722 0.09146 -0.29137 -0.2 0.1 0.1
H -3.15521 -3.13973 1.48609 0.0 0.0 0.0
H -3.67400 -2.17804 0.08702 -0.1 -0.1 0.1
H -1.03657 1.77710 -1.32708 0.1 0.3 0.1
H 1.49553 -2.77116 1.70362 0.1 -0.1 0.0
H 1.50127 0.84304 -0.08893 0.1 0.1 -0.1
H -3.80104 2.44214 1.47890 0.0 -0.1 0.0
H -4.34363 0.82158 1.97368 0.0 0.1 -0.1
```
Positions in Å, forces in eV/Å.

Its structure (SMILES) is Cc1ccc(C(=O)N2CCOCC2)cc1S(=O)(=O)N1CCOCC1. As for the LUMO energy: 0.52 eV.

Charges obtained by Löwdin population analysis, quoted in units of e: S 0.7032; O -0.1468; O -0.2815; O 0.0770; O -0.1281; O -0.2848; N -0.2267; N -0.0441; C -0.1187; C -0.1243; C -0.1051; C -0.1493; C -0.4131; C -0.1966; C -0.1517; C 0.0115; C -0.1714; C -0.1738; C -0.1855; C -0.0224; C -0.1772; C -0.0232; C -0.2296; C -0.0099; H 0.1056; H 0.1256; H 0.1256; H 0.1382; H 0.1207; H 0.1322; H 0.1312; H 0.1187; H 0.1280; H 0.0802; H 0.1349; H 0.1320; H 0.1288; H 0.1276; H 0.1067; H 0.0893; H 0.0634; H 0.1128; H 0.1245; H 0.0977; H 0.1247; H 0.1236

---

[3]
ORCA calculation (ωB97M-V/def2-TZVPD) on 2 unconnected molecules or ions with the total composition C16H22N4O5.

XYZ file:
```
47
Properties=species:S:1:pos:R:3:forces:R:3
O -2.54654 2.50296 1.00125 -1.0 0.0 0.3
O 5.36018 -2.30874 0.98686 -1.3 1.6 0.6
O 6.91505 -0.14021 -2.19229 -0.5 -0.3 1.6
O -3.33600 2.57063 -1.12265 -0.3 -0.1 2.1
O 7.09092 2.05192 -2.02355 -0.3 -0.3 1.3
N 3.86227 -2.18788 2.68190 -1.2 2.4 -0.7
N -5.88307 2.28804 -0.16608 -1.2 -0.5 -0.1
N -5.29756 -1.97780 -1.25608 -0.1 0.4 -0.8
N 5.86462 2.15161 0.50022 -1.2 -12.0 6.8
C 6.03234 0.80771 -0.13885 -2.5 3.2 -1.1
C -4.75391 0.66830 1.28133 -2.6 -0.1 0.6
C -4.82259 2.11454 0.77798 0.6 -0.8 -1.9
C -1.66741 -2.44128 -1.54268 1.4 -1.3 -0.7
C -3.56166 -0.94556 -0.21389 0.3 0.2 0.1
C -3.53398 2.44650 0.08140 0.8 0.0 -0.9
C -2.98504 -2.55467 -1.94060 0.9 0.7 0.3
C -1.31862 -1.74589 -0.37643 -0.9 1.1 0.1
C 6.73671 1.01712 -1.49775 -0.3 -0.4 -1.3
C -4.78731 -0.37370 0.22787 -0.1 -0.2 0.7
C 4.54036 0.31962 -0.26163 -0.9 1.3 0.5
C 3.88998 -0.27597 1.05322 2.6 -1.8 -2.0
C -3.92014 -1.80674 -1.23834 -0.2 -1.9 -0.3
C -2.23277 -0.92301 0.28160 -0.5 -1.1 -1.5
C -5.82584 -1.05169 -0.36119 1.5 0.6 -0.4
C 4.46514 -1.65591 1.53486 0.2 -1.1 -0.2
H 4.11242 0.37042 1.81253 0.7 1.9 2.2
H 6.53567 0.07228 0.39034 1.3 -1.1 1.3
H -6.84935 -0.80999 -0.28444 -1.0 -0.2 0.1
H -5.77933 -2.52884 -1.99038 0.4 0.9 1.1
H 3.18704 -1.64418 3.25561 1.0 -0.6 -0.9
H 4.50912 -0.36698 -1.04996 -0.3 -1.3 -1.1
H -3.25760 -3.14952 -2.77034 -0.3 -0.6 -0.7
H -1.77296 2.55493 0.47911 1.9 0.3 -0.8
H -5.68260 0.58786 1.89335 0.6 -0.1 -0.2
H -4.96859 2.74373 1.60927 0.0 0.9 1.0
H 3.87107 1.21716 -0.60371 1.2 -1.5 0.6
H 2.84374 -0.29789 1.02043 -1.6 -0.3 -0.4
H 7.57486 0.07131 -2.83988 0.5 0.2 -1.0
H -5.67666 1.76662 -1.01226 0.0 -0.3 0.1
H -0.81931 -2.99287 -2.09656 -1.6 0.8 0.9
H 5.16669 2.49581 0.09473 -8.0 3.3 -3.7
H -5.86557 3.23035 -0.49110 -0.2 0.9 -0.1
H 4.35764 -2.89125 3.15622 0.6 -1.0 0.4
H 6.45258 2.71924 0.27517 9.9 7.8 -2.8
H -0.33114 -1.81530 0.00221 0.9 0.0 0.2
H -1.96000 -0.34965 1.13748 0.1 0.3 0.5
H -3.93280 0.46688 1.93569 0.6 0.3 0.4
```
Positions in Å, forces in eV/Å.

Its structure (SMILES) is N[C@@H](Cc1c[nH]c2ccccc12)C(=O)O.NC(=O)CC[C@H](N)C(=O)O. As for the LUMO energy: 0.32 eV.

Charges obtained by Löwdin population analysis, quoted in units of e: O 0.1192; O 0.0365; O 0.1089; O 0.1037; O 0.1045; N 0.1306; N 0.0674; N 0.0840; N 0.1456; C -0.1979; C -0.0919; C -0.3214; C -0.0981; C -0.1360; C -0.4692; C -0.0257; C -0.0997; C -0.4377; C -0.1958; C -0.1021; C -0.0741; C -0.2256; C -0.0015; C -0.0248; C -0.4607; H 0.0751; H 0.1166; H 0.1114; H 0.1713; H 0.1159; H 0.0840; H 0.0953; H 0.0987; H 0.1369; H 0.1386; H 0.1516; H 0.0897; H 0.1056; H 0.0796; H 0.1297; H -0.0238; H 0.0739; H 0.0769; H -0.0452; H 0.0797; H 0.0939; H 0.1068